ORCA calculation (wB97M-V/def2-TZVPD) on a cluster of 2 separate species, C36H43N4O in total.

The charge is +1. Its multiplicity is 1. The largest force on an atom is 1.3 eV Å⁻¹. The total energy is -46029.4140 eV. For the frontier orbital gap, the calculation gives 5.456 eV. As for the HOMO energy: -0.3481 Ha.

XYZ file:
```
84
C36H43N4O | the OMol25 dataset | wB97M-V/def2-TZVPD
C -6.68956 -0.29873 3.44480
N -5.79864 0.81610 3.70526
C -6.44700 2.08376 3.97374
C -4.44293 0.67238 3.69604
C -3.56384 1.77066 3.92145
C -2.19358 1.63017 3.76389
C -1.61182 0.40191 3.36737
C -0.20565 0.27475 3.00493
C 0.51433 1.39239 2.52438
C 1.88816 1.46021 2.31526
C 2.72916 2.56942 2.70464
C 4.12269 2.39011 2.91547
C 4.95246 3.48505 3.12034
C 4.40254 4.76306 3.28638
C 3.01901 4.94038 3.18616
C 2.18969 3.86475 2.86989
C 0.43474 -1.02839 3.18046
C 1.32546 -1.57657 2.24040
C 1.82866 -2.85912 2.37127
C 1.55473 -3.63255 3.52601
N 2.01267 -4.91131 3.62106
C 1.88857 -5.71230 4.82463
C 2.74200 -5.51523 2.52296
C 0.75605 -3.04410 4.54881
C 0.13101 -1.83167 4.31357
C -2.48783 -0.70929 3.26242
C -3.85692 -0.58865 3.40608
H -6.48706 -1.14481 4.11424
H -7.71327 0.04881 3.61086
H -6.60176 -0.65058 2.40632
H -5.91146 2.91496 3.49793
H -7.46149 2.03056 3.56094
H -6.52270 2.28368 5.05622
H -3.98695 2.73172 4.21392
H -1.54546 2.47540 3.98742
H -0.06166 2.31050 2.39389
H 2.42987 0.55100 2.08571
H 4.53175 1.37509 2.87660
H 6.03416 3.34033 3.15080
H 5.05765 5.61509 3.46151
H 2.58293 5.92733 3.33993
H 1.12108 4.01916 2.70096
H 1.58478 -1.02623 1.33966
H 2.44563 -3.27930 1.57694
H 1.95913 -5.08096 5.71852
H 0.93689 -6.27005 4.86142
H 2.71182 -6.43878 4.81799
H 2.19756 -5.42130 1.56947
H 3.72996 -5.03904 2.40126
H 2.88196 -6.57624 2.75559
H 0.59914 -3.56337 5.49803
H -0.61051 -1.47469 5.02884
H -2.08664 -1.69804 3.05430
H -4.49378 -1.46768 3.29236
C -0.83171 -0.60166 -2.01712
C -1.00244 0.70021 -1.26654
N 0.15719 1.63496 -1.29144
C 0.32149 2.40372 -2.55152
C -0.16878 3.84620 -2.55435
C 1.34895 1.12931 -0.71498
C 2.27137 2.09333 -0.20256
N 3.64020 1.85259 -0.30722
C 4.17382 0.62118 0.02667
C 5.50911 0.51921 0.36118
C 6.37861 1.58136 0.11121
C 5.84184 2.78731 -0.35657
C 4.48648 2.91846 -0.55648
O 1.54506 -0.10450 -0.59337
H -1.70599 -1.23922 -1.85103
H -0.71766 -0.41574 -3.08957
H 0.05424 -1.11672 -1.64240
H -1.84483 1.27298 -1.67276
H -1.19729 0.50205 -0.20297
H 1.39928 2.41135 -2.78031
H -0.21610 1.85796 -3.34697
H -0.13632 4.20793 -3.58872
H -1.19700 3.94132 -2.19222
H 0.48603 4.49931 -1.96948
H 1.99259 3.15190 -0.19762
H 3.46310 -0.18763 0.11960
H 5.84631 -0.41067 0.81876
H 7.45328 1.44824 0.24371
H 6.48039 3.64946 -0.54595
H 3.99440 3.85089 -0.82847
```

Atom charges from the Löwdin analysis, given in e for atoms 1 to 5: C -0.054; N -0.182; C -0.052; C -0.210; C -0.002

***

ORCA calculation (wB97M-V/def2-TZVPD) on a structure of composition C14H34N3O16PS2V.

For the relative energy (zero: lowest compared OMol25 entry of this formula, charge and spin), the calculation gives 0.0000 eV. The charge is -2. Its multiplicity is 2. The largest force on an atom is 2.1 eV Å⁻¹. The total energy is -108953.9850 eV. For the frontier orbital gap, the calculation gives 6.590 eV. As for the HOMO energy: -0.1044 Ha.

XYZ file:
```
71
C14H34N3O16PS2V | the OMol25 dataset | wB97M-V/def2-TZVPD
O 4.12737 14.77619 30.64377
V 3.35689 13.52423 31.22257
O 0.03549 15.79325 29.59011
C 0.41813 15.04582 30.71643
O 1.47864 14.34433 30.50958
O -0.25687 15.12571 31.71535
H 0.49126 15.32359 28.87255
O 4.04280 15.55797 34.88447
C 2.96454 14.96274 34.23243
O 3.20528 14.47996 33.09485
O 1.88944 14.98726 34.84279
H 3.55616 15.91834 35.63633
O 6.80039 10.90409 31.51265
C 6.33284 12.21902 31.69053
O 7.23549 13.05009 31.92715
O 5.12002 12.39740 31.56431
H 7.72875 11.17818 31.55470
O 1.08431 10.04660 32.52079
C 1.17649 11.44121 32.58855
O 0.31155 12.02976 33.19823
O 2.18413 11.88317 31.95046
H 0.27205 9.82028 32.98235
O 0.87803 15.09282 26.98866
P 1.21561 16.32727 26.26396
N 2.44452 17.17120 26.93375
C 3.04536 18.36953 26.36335
C 3.24560 16.51581 27.99738
N 0.01634 17.48027 26.17839
C -1.20513 17.15026 25.44640
C -0.20591 18.40431 27.27745
N 1.60706 16.04718 24.65342
C 1.12404 14.86493 23.96590
C 1.87028 17.15096 23.75526
H 3.79766 18.10050 25.61602
H 3.57378 18.92395 27.14084
H 2.25216 19.02236 25.99744
H 3.79022 17.26187 28.56790
H 3.87268 15.77961 27.49072
H 2.59078 16.00205 28.69368
H -0.92794 16.63397 24.52925
H -1.94119 16.63737 26.06848
H -1.62058 18.11604 25.13411
H -0.83589 19.25047 26.99737
H -0.70165 17.86987 28.10016
H 0.73728 18.75662 27.68332
H 0.99439 14.03076 24.65713
H 0.13618 15.01938 23.50002
H 1.81788 14.53166 23.18935
H 1.45347 18.11008 24.04778
H 1.53283 16.89849 22.74309
H 2.94745 17.28756 23.58559
C 6.91800 15.55879 29.74047
S 6.70572 15.39462 27.95377
O 7.09462 16.75966 27.44898
C 8.12506 14.31771 27.67385
H 6.98640 14.53453 30.12441
H 5.96085 15.89468 30.13926
H 7.75152 16.20142 29.99389
H 9.01028 14.84402 28.04849
H 8.30056 14.21567 26.60352
H 8.02072 13.38577 28.22386
C 1.15914 11.77565 28.42041
S 2.92391 11.47635 28.38816
O 3.44295 12.51191 29.30887
C 2.98842 9.94628 29.32051
H 0.81574 11.76380 29.45682
H 0.62706 10.98766 27.87895
H 0.99997 12.76435 27.99250
H 3.98719 9.81991 29.73134
H 2.68725 9.13269 28.65597
H 2.29240 9.98903 30.16256
```

Atom charges from the Löwdin analysis, given in e for atoms 1 to 5: O -0.304; V 1.059; O 0.007; C -0.729; O -0.123

***

ORCA calculation (wB97M-V/def2-TZVPD) on a structure of composition C17H23N5RuS2Si.

The charge is +2. Its multiplicity is 5. The largest force on an atom is 1.9 eV Å⁻¹. The total energy is -57568.2155 eV. For the frontier orbital gap (spin up / spin down), the calculation gives 6.911 / 5.342 eV. As for the HOMO energy (spin up / spin down): -0.5247 / -0.5249 Ha.

XYZ file:
```
49
C17H23N5RuS2Si | the OMol25 dataset | wB97M-V/def2-TZVPD
Ru -0.06234 -0.74155 -0.06221
C 4.94376 -2.58554 0.93143
S 3.99099 -3.21957 -0.46958
C 2.44092 -2.47928 -0.33897
S 2.03057 -1.28774 0.88858
N 1.55571 -2.89375 -1.20291
N 0.34404 -2.38389 -1.11282
C -0.64867 -2.94714 -1.75891
C -1.95675 -2.46963 -1.43777
C -3.13376 -3.07316 -1.89772
C -4.34890 -2.63715 -1.40369
C -4.37204 -1.58481 -0.49512
C -3.17299 -1.01173 -0.09824
N -1.99664 -1.44448 -0.53932
H 5.89930 -2.23827 0.54616
H 5.11995 -3.40567 1.62226
H 4.41832 -1.77864 1.43072
H -0.47451 -3.78486 -2.42491
H -3.07617 -3.88877 -2.60105
H -5.26748 -3.11055 -1.70912
H -5.29995 -1.21365 -0.09269
H -3.14983 -0.20264 0.62181
C 1.78828 0.57930 -3.39968
C 1.22574 1.51651 -2.39047
C 1.31447 2.90434 -2.56946
C 0.85479 3.75898 -1.57853
C 0.32651 3.24288 -0.40949
C 0.20362 1.84770 -0.29407
N 0.64159 1.03496 -1.30399
N -0.30305 1.12122 0.70813
Si -0.59899 1.55061 2.39877
C 1.12251 1.95473 3.15035
C -1.28805 -0.11169 3.04974
C -1.74056 3.06744 2.58164
H 1.52232 0.89419 -4.40777
H 1.43820 -0.43801 -3.22507
H 2.87884 0.59105 -3.33813
H 1.74113 3.28628 -3.48241
H 0.91375 4.82759 -1.71799
H -0.00816 3.88009 0.39050
H 1.72066 1.05619 3.27804
H 0.97920 2.40402 4.12893
H 1.67551 2.65691 2.53147
H -1.00419 -0.96415 2.40467
H -2.37153 -0.09738 3.13121
H -0.90696 -0.32464 4.04415
H -1.17316 3.99233 2.51980
H -2.20283 3.04537 3.56445
H -2.53313 3.10564 1.83929
```

Atom charges from the Löwdin analysis, given in e for atoms 1 to 5: Ru 1.229; C -0.357; S 0.966; C -1.026; S 0.660

***

Q: Which of these has the highest charge?
A: C17H23N5RuS2Si

***

Q: Number 2 is which compound?
A: C14H34N3O16PS2V